133
Properties=species:S:1:pos:R:3:mulliken_charge:R:1 method="wB97M-V/def2-TZVPD" charge=0
H 2.56 4.20 -3.57 0.278
H 3.14 4.27 -1.89 0.326
H 0.82 -0.79 3.15 -0.180
H -1.54 1.46 1.47 0.204
C 1.25 -4.81 -0.75 -0.559
O 3.97 -1.00 6.46 -0.567
H -0.51 -1.77 2.49 -0.085
H -3.11 -1.40 -5.51 -0.022
H 3.27 -1.41 -2.96 -0.560
C -2.07 4.40 2.49 -0.270
C -0.59 1.50 0.93 -0.606
H -0.86 -0.50 0.13 -0.225
H 1.32 1.60 3.58 0.107
H -2.60 5.21 3.01 0.426
H 0.11 -3.79 0.81 0.108
C 2.85 -3.37 -3.86 0.557
C -2.56 -3.30 -4.63 -0.815
O 3.06 1.29 -0.08 -0.145
H -3.01 1.43 4.43 0.110
H 3.37 5.28 1.72 0.385
H -0.96 -5.97 0.66 0.469
C 3.91 -4.48 -3.81 -0.673
O 0.81 -5.62 -1.83 -0.349
H -4.43 -1.76 3.46 0.341
H 2.09 -1.18 5.56 0.238
C -3.00 2.06 5.32 -0.714
H 3.06 0.27 5.08 0.211
H -0.28 -0.55 -2.49 -0.371
C -3.67 -1.74 2.68 -0.257
H -3.53 0.32 0.23 0.184
H -4.07 -0.57 -3.49 0.428
C -1.49 1.12 -5.12 0.655
C -3.77 -1.62 -3.47 -0.721
O 4.24 3.76 0.69 -0.627
H 0.68 3.03 2.74 -0.102
H -4.53 -2.21 -2.94 0.377
H 0.07 -3.40 3.95 0.294
C 3.08 4.34 1.25 -0.284
C 5.05 -2.64 -3.15 -0.572
C -1.86 -2.92 -3.30 0.678
C -0.02 -4.18 -0.20 1.112
C 3.85 0.28 0.56 -0.599
H 2.17 -3.51 -3.03 -0.799
H 3.55 -0.69 7.27 0.301
C -0.65 0.53 -0.20 -0.100
H -2.72 -1.97 -0.06 -0.619
O 3.03 2.38 -2.75 -0.570
H 3.49 -1.33 4.51 0.203
H -2.27 4.23 -4.97 0.320
O -1.68 2.44 5.58 -0.248
H -0.25 3.27 -3.93 -0.134
H -4.47 -2.48 -5.36 0.424
O -2.44 2.18 -5.21 -0.450
H 3.53 -5.44 -3.47 0.368
C -0.10 4.10 6.26 -0.646
C 1.58 4.94 4.83 -0.804
H 0.15 1.64 -6.48 0.362
H -4.39 -2.04 -0.58 -0.011
H -0.61 -1.02 4.10 0.336
H -1.81 -3.37 -5.43 0.345
H 3.98 -0.60 -0.08 0.130
H 0.53 3.33 6.72 0.316
H 2.62 3.69 2.00 -0.021
H -5.13 -2.89 1.60 0.349
H -1.96 -3.74 -2.58 -0.426
C -0.98 -5.38 -0.25 -0.772
H 2.31 -3.44 -4.81 0.437
H -0.35 -3.40 -0.88 -0.745
H 2.32 4.57 0.48 0.190
C -0.33 3.17 -5.01 -0.119
C -3.55 -2.17 -4.88 -0.438
O 4.88 -4.02 -2.88 -0.428
C 3.70 -2.10 -3.68 0.390
O 0.67 -2.65 3.99 -0.594
H -3.51 -3.62 1.60 0.280
C -0.47 -6.17 -1.46 -0.528
H -3.63 3.85 1.48 0.301
H -3.64 2.94 5.12 0.353
H -0.48 2.52 0.53 0.222
H 2.15 0.97 -0.14 0.361
H 5.36 -2.15 -2.23 0.320
H 1.22 0.30 -2.80 0.009
C -1.76 3.40 -5.46 -0.669
H -1.51 0.84 -0.81 0.169
H -2.70 -1.99 3.10 0.088
H -3.44 1.50 6.15 0.309
H -1.11 -6.01 -2.33 0.240
H -1.77 0.31 -5.79 0.021
O 0.31 4.33 4.94 -0.095
H 3.95 2.95 0.25 0.379
C 3.09 -0.79 5.36 -0.413
O -2.53 -1.73 -2.82 -0.165
C -4.07 -2.69 1.51 -0.761
H -0.40 1.82 3.54 0.271
C -3.75 -1.85 0.28 1.116
O -2.71 4.04 1.28 -0.508
H 4.39 -4.62 -4.79 0.317
O 0.54 0.64 -0.96 -0.024
H 1.19 -1.19 -1.73 0.067
H 1.49 3.68 -2.26 0.113
H -0.36 -7.23 -1.25 0.292
H 3.43 0.02 1.53 0.180
H -5.14 -0.24 0.79 0.399
H -0.82 -2.66 -3.45 -0.016
H 1.96 -4.07 -1.11 0.271
H -1.49 0.76 -4.08 -0.332
H 3.78 -1.55 -4.62 0.352
H 2.39 4.23 5.08 0.297
C 0.51 1.97 2.95 -0.438
H 3.17 2.04 -1.86 0.420
H 4.84 0.71 0.75 0.301
H 1.68 5.77 5.55 0.445
H -3.03 -4.28 -4.57 0.371
H -1.09 4.82 2.25 0.161
C 0.06 -1.52 3.39 0.143
C 2.53 3.70 -2.60 -0.546
H 5.86 -2.47 -3.88 0.274
H 0.37 3.87 -5.47 0.432
O -3.61 -0.41 2.14 -0.269
O 0.50 1.19 1.77 0.243
C -4.07 -0.45 0.78 -0.725
H -1.79 3.64 -6.53 0.303
H 1.70 5.31 3.82 0.100
C 0.69 -0.27 -2.04 0.194
H 1.74 -5.42 0.02 0.330
C -0.12 1.72 -5.42 -0.507
H -1.94 3.55 3.16 -0.049
H -2.13 4.46 5.72 0.286
C -1.55 3.69 6.24 -0.474
H -0.01 5.01 6.86 0.401
H -1.92 3.59 7.27 0.375
H 0.69 1.23 -4.89 0.097
H -2.00 -5.06 -0.45 0.191

***

140
Properties=species:S:1:pos:R:3:mulliken_charge:R:1 method="wB97M-V/def2-TZVPD" charge=0 smiles="COP(=O)(OC)OC.COP(=O)(OC)OC.C1CCOC1.C1CCOC1.COCCOC.COCCOC.COCCOC.COCCOC.COCCOC"
H -1.07 -0.27 0.23 0.256
H 6.70 5.27 8.76 0.288
H 2.97 6.70 -3.79 0.296
O 8.25 -4.97 2.75 -0.378
H -11.69 -1.18 2.97 0.303
H -0.46 -7.35 4.73 0.276
O -4.52 6.08 1.87 -0.273
C 7.48 4.72 8.23 -0.778
H -2.92 7.11 -6.67 0.269
C -3.28 4.50 -7.28 -0.627
H -4.10 7.64 0.50 0.342
H 5.07 13.03 -4.25 0.262
H 8.04 -5.96 0.43 0.317
H -2.60 7.52 -8.33 0.323
H -10.86 -1.80 4.18 0.359
H -2.70 4.83 4.65 0.285
H 2.09 -1.64 -0.46 0.251
H 5.54 3.28 3.80 0.306
H -0.27 -9.04 4.15 0.318
C 3.74 7.00 -3.07 -0.717
O -9.91 -0.26 3.07 -0.298
H -1.58 -10.43 6.43 0.344
C -7.65 -1.46 1.50 -0.584
H -3.71 -9.38 -13.13 0.282
C 7.51 -4.33 1.71 -0.451
O -6.21 7.23 3.51 -0.325
C 7.80 2.75 7.05 -0.667
C 0.73 -1.89 -1.97 -0.486
C -2.66 5.89 4.40 -0.686
O -3.75 8.39 2.99 -0.656
H -1.97 -10.42 8.13 0.270
H -5.49 4.86 -7.04 0.279
O 0.85 0.13 -0.72 -0.419
H -5.16 6.42 -0.15 0.278
H -3.04 3.55 -7.76 0.340
H -7.60 8.76 3.33 0.265
H 2.77 -9.39 9.68 0.258
C -1.60 -9.79 7.31 -0.696
H 8.48 4.24 5.62 0.287
H 7.83 -6.02 4.60 0.294
O 3.92 8.36 -3.29 -0.274
C 3.34 10.66 -2.67 -0.518
H -5.19 -8.72 -12.41 0.275
O 2.13 -9.21 7.74 -0.336
H 6.38 -5.95 0.95 0.328
H 4.29 13.15 -2.69 0.316
H 2.51 -0.75 -1.80 0.328
C 8.27 3.17 5.63 -0.299
H -2.38 -10.09 -11.08 0.350
C -0.45 -7.02 -9.02 -0.792
H 2.46 11.27 -2.46 0.356
C -4.13 -8.54 -12.58 -0.727
H -4.86 4.42 -8.63 0.254
C -6.95 8.12 2.72 -0.670
C -11.04 -0.80 3.76 -0.879
H -7.35 -2.44 1.13 0.270
O -4.32 6.36 -8.06 -0.407
O -1.25 -7.81 -9.98 -0.322
H 7.30 -5.75 -2.36 0.267
H 1.09 -2.91 -1.81 0.303
H -0.29 -7.48 -8.04 0.322
C -3.02 6.74 -7.69 -0.426
H -1.27 5.63 -7.23 0.367
P -4.58 7.15 3.14 1.046
C 4.81 12.46 -3.36 -0.754
H 5.77 -6.16 -1.41 0.317
H 5.64 12.19 -2.70 0.311
H -8.74 -0.55 4.87 0.311
H -2.09 5.79 3.48 0.308
H -7.56 7.47 2.10 0.260
O -7.20 -1.23 2.84 -0.373
H 8.12 4.56 9.10 0.338
H -2.17 6.45 5.19 0.271
H 5.57 2.59 5.47 0.278
O 7.47 2.79 4.54 -0.368
O -4.03 6.19 4.33 -0.320
H -1.51 -1.64 -1.87 0.408
P 0.93 -9.50 6.70 1.056
H -3.13 4.48 -6.20 0.269
H -3.86 -9.99 -10.16 0.350
O -0.39 -9.21 7.68 -0.324
H 3.96 10.57 -1.78 0.355
H -1.97 5.31 -8.77 0.242
O 6.90 -4.62 -0.70 -0.320
H -1.09 0.43 -1.45 0.297
H 3.18 -10.80 8.77 0.266
H 0.92 -7.75 3.69 0.240
H -1.20 -6.30 -8.68 0.334
C 6.08 3.24 4.75 -0.746
H -11.66 -0.22 4.44 0.328
H 5.91 -4.75 -2.40 0.239
H -8.97 1.07 4.60 0.387
H -2.38 -9.02 7.27 0.256
C -4.67 5.03 -7.74 -0.353
H 7.26 1.80 7.01 0.339
C 0.25 -8.14 4.46 -0.629
C 2.86 9.23 -3.02 -0.490
H -3.47 6.07 0.11 0.285
H 2.30 8.89 -2.14 0.362
C -4.33 6.57 0.54 -0.745
H -7.41 0.84 2.53 0.318
C -0.55 -0.18 -0.72 -0.323
H -7.29 -0.74 0.76 0.267
C 7.50 -5.89 3.57 -0.782
H 9.27 2.79 5.43 0.344
H -8.74 -1.54 1.53 0.219
C 6.48 -5.40 -1.74 -0.712
H 2.18 9.42 -3.85 0.293
O 6.84 3.55 7.73 -0.323
C -3.01 -9.41 -10.51 -0.536
H 8.63 2.57 7.74 0.438
H 5.84 4.26 5.07 0.283
H 6.44 -5.73 3.75 0.330
H -2.87 -8.11 -8.82 0.303
H -6.72 0.33 4.06 0.320
H -0.71 -2.34 -0.51 0.236
H -6.36 8.80 2.10 0.334
C 7.18 -5.31 0.58 -0.389
H 0.60 -1.66 -3.03 0.243
H 8.06 5.33 7.54 0.280
C -7.50 0.12 3.34 -0.491
C -8.86 0.14 4.04 -0.455
H -1.73 -9.43 -8.72 0.412
H 7.43 -6.83 3.01 0.303
H 1.50 -10.51 9.21 0.273
H 4.61 6.41 -3.37 0.237
C -2.23 5.51 -7.73 -0.529
H 0.37 -6.48 -9.49 0.263
O 0.86 -10.89 6.14 -0.657
H 6.75 -3.65 2.10 0.353
C -2.17 -8.71 -9.41 -0.485
O 1.10 -8.23 5.65 -0.315
H -4.19 -7.70 -13.28 0.265
O -3.59 -8.31 -11.28 -0.294
H 3.46 6.81 -2.04 0.296
C 1.62 -1.01 -1.22 -0.406
H 8.14 -3.63 1.16 0.284
C -0.60 -1.57 -1.27 -0.686
O 4.09 11.23 -3.76 -0.330
C 2.42 -10.03 8.87 -0.598

***

It is found that the E_tot values, taken in the order of the records, are -2474.197724, -3533.025098 Eh.
It is found that the highest occupied orbital energy values, taken in the order of the records, are -9.4, -9.5 eV.
It is found that the Kohn-Sham gap values, taken in the order of the records, are 9.86, 9.84 eV.